# C31H94BrN20O13

A cluster of 14 separate species, C31H94BrN20O13 in total at a distorted geometry (wB97M-V/def2-TZVPD, the Open Molecules 2025 dataset).

max |F| = 8.68 eV/Å
E_HOMO = -6.809 eV
total energy = -5884.86186 Eh
net charge = -1
multiplicity = 1

```
159
Properties=species:S:1:pos:R:3:mulliken_charge:R:1
Br -35.07323 -8.65913 2.15047 -0.50
C -39.09381 -7.55408 -3.10474 -1.37
C -37.88549 -8.56015 -2.93805 0.29
C -36.57418 -7.75387 -3.00205 0.12
O -36.50562 -7.08288 -4.26534 -0.38
C -35.39102 -6.28176 -4.50582 -0.66
N -38.04256 -9.12817 -1.57674 -0.58
H -39.09747 -6.76331 -2.35457 0.21
H -40.11133 -7.94465 -3.09036 0.37
H -38.84481 -7.28760 -4.13191 0.40
H -37.91300 -9.37885 -3.65714 0.48
H -35.79885 -8.51940 -2.97153 0.42
H -36.46583 -7.11600 -2.12484 -0.28
H -35.54194 -5.70638 -5.41920 0.27
H -34.57659 -6.99453 -4.63523 0.28
H -35.24826 -5.52260 -3.73680 0.25
H -37.28883 -9.79785 -1.63602 0.10
H -37.65385 -8.39758 -0.99776 0.14
C -31.83085 -3.34690 1.86299 -1.66
C -31.54129 -4.73352 1.20171 1.74
C -32.15678 -4.86173 -0.23718 -1.30
O -32.17179 -6.25527 -0.47041 -0.45
C -32.88026 -6.78210 -1.60201 -0.87
N -30.14444 -5.09479 1.32152 -0.67
H -31.12185 -3.23816 2.68372 0.34
H -32.81742 -2.97620 2.14111 0.24
H -31.37005 -2.67072 1.14289 0.49
H -32.07792 -5.47553 1.79294 -0.18
H -31.69499 -4.22627 -0.99286 0.35
H -33.14196 -4.39560 -0.25277 0.52
H -32.69042 -7.85316 -1.53204 0.32
H -32.53281 -6.33982 -2.53569 0.34
H -33.96323 -6.72241 -1.49373 0.16
H -29.53366 -4.39648 0.92227 0.27
H -29.97416 -5.78655 0.60556 -0.04
C -37.59017 -4.37527 3.60627 -0.73
C -39.05407 -4.23084 3.84370 1.37
C -39.55393 -4.50734 5.29614 -0.29
O -40.90384 -4.46774 5.22814 -0.39
C -41.44657 -4.68009 6.51168 -0.85
N -39.50421 -2.83177 3.40376 -0.94
H -37.05518 -4.34454 4.55545 0.14
H -37.20489 -3.54807 3.01011 0.60
H -37.39398 -5.35183 3.16361 -0.16
H -39.56157 -4.80545 3.06886 -0.65
H -39.08307 -3.86219 6.03788 0.48
H -39.17705 -5.48692 5.59018 -0.12
H -41.17148 -5.59802 7.03115 0.27
H -42.53263 -4.76934 6.48673 0.32
H -41.22465 -3.82175 7.14580 0.37
H -39.04914 -2.19304 4.04019 0.32
H -40.46532 -2.74761 3.70254 0.29
C -40.71720 -8.70259 5.25699 -1.23
C -41.54247 -9.45855 4.30778 0.83
C -40.82141 -9.22812 2.95308 -1.14
O -40.77092 -7.80919 2.58979 -0.12
C -41.95407 -7.18294 2.01585 -1.12
N -41.64773 -10.86608 4.68402 -0.71
H -41.21036 -8.66821 6.22843 0.62
H -40.65275 -7.63190 5.06316 0.01
H -39.73594 -9.12366 5.47595 0.08
H -42.56034 -9.10210 4.14967 0.24
H -41.29521 -9.79876 2.15434 0.42
H -39.82831 -9.67403 3.00788 0.45
H -41.92342 -6.11121 1.81952 0.33
H -42.74708 -7.18988 2.76365 0.37
H -42.36820 -7.65220 1.12343 0.33
H -41.89808 -11.36032 3.83954 0.25
H -40.84675 -11.26335 5.15382 0.32
C -35.94484 -7.17124 9.84906 -1.63
C -35.56964 -6.28405 8.59509 1.07
C -36.77944 -5.63391 7.84716 -0.68
O -37.66936 -6.60843 7.26427 -0.44
C -37.09208 -7.41998 6.32931 -0.04
N -34.68300 -5.18460 9.07310 -0.66
H -35.04219 -7.70940 10.13840 0.41
H -36.69945 -7.88554 9.51980 0.34
H -36.48400 -6.67105 10.65356 0.44
H -35.11215 -6.99247 7.90450 -0.17
H -36.50649 -4.96775 7.02873 0.10
H -37.40702 -5.01354 8.48701 0.37
H -36.25857 -8.02502 6.68609 0.48
H -36.62078 -6.87873 5.50893 0.15
H -37.83683 -8.17583 6.08003 -0.46
H -34.88582 -4.36610 8.51721 0.31
H -34.99115 -4.99373 10.01582 0.32
C -29.75343 -13.37303 1.11048 -1.37
C -30.70724 -13.85775 2.15289 1.93
C -32.13830 -13.89954 1.80457 -0.30
O -32.81233 -14.29474 2.98869 -0.42
C -33.98930 -13.48178 3.21872 -0.68
N -30.14378 -15.07908 2.52357 -0.75
H -28.70583 -13.48702 1.38914 0.35
H -29.94737 -12.31115 0.95913 0.25
H -29.89855 -13.98095 0.21747 0.37
H -30.69790 -13.10026 2.93662 -1.46
H -32.48953 -14.52501 0.98390 0.39
H -32.32936 -12.85734 1.54880 0.11
H -33.88408 -12.43284 3.49580 0.15
H -34.49325 -13.72592 4.15388 0.44
H -34.67865 -13.60036 2.38277 0.32
H -30.69331 -15.37152 3.31893 0.34
H -30.33946 -15.71901 1.76706 0.30
C -34.08880 -5.33330 4.74406 0.64
O -33.91260 -4.56712 5.61728 -0.73
N -34.29808 -4.96303 3.49632 0.20
N -34.09772 -6.61564 4.84725 0.59
H -34.36441 -5.60144 2.71649 -0.30
H -34.59516 -4.00676 3.36443 0.10
H -34.20050 -7.09175 3.96246 -0.75
H -34.03304 -7.15189 5.70069 0.06
C -31.66875 -10.38571 4.06863 0.34
O -31.11595 -10.32552 3.01828 -0.70
N -32.58088 -9.72652 4.63984 0.00
N -31.41483 -11.41904 4.82726 -0.43
H -33.23787 -9.31386 3.99318 -0.22
H -32.87735 -10.07220 5.54136 0.18
H -31.92763 -11.57730 5.68288 0.20
H -30.81563 -12.08858 4.36598 0.17
C -29.50170 -8.74899 0.66664 0.64
O -28.66529 -7.97641 0.12558 -0.82
N -29.14710 -9.82515 1.22518 -0.07
N -30.77578 -8.52461 0.67504 0.28
H -28.18986 -10.14705 1.23844 0.21
H -29.77161 -10.22600 1.91031 0.37
H -31.37089 -9.25086 1.04717 -0.02
H -31.11411 -7.62682 0.35940 0.02
C -35.67769 -12.05255 -0.54068 0.68
O -35.77552 -12.96523 -1.32172 -0.79
N -34.94108 -11.04000 -0.78943 0.04
N -36.36234 -11.87213 0.51416 -0.01
H -34.25891 -11.01343 -1.53377 0.18
H -34.85644 -10.28793 -0.12060 -0.19
H -37.02335 -12.59864 0.74942 0.16
H -36.06086 -11.05101 1.01910 -0.06
C -37.51654 -10.82164 4.60650 0.58
O -38.41000 -11.37826 5.16255 -0.74
N -36.34514 -11.31209 4.26627 -0.03
N -37.53348 -9.63758 4.21365 1.04
H -36.22341 -12.31412 4.23126 0.14
H -35.77830 -10.65526 3.74920 -0.01
H -36.86820 -9.40985 3.48864 -0.52
H -38.45404 -9.26660 4.02649 -0.67
C -29.74308 -6.62988 4.26653 0.64
O -29.63794 -7.12692 5.34167 -0.76
N -29.52589 -5.37256 4.05574 -0.37
N -30.10469 -7.25103 3.23165 0.13
H -29.75433 -5.12867 3.10262 0.11
H -29.42437 -4.73433 4.83193 0.24
H -30.29334 -8.24318 3.22061 -0.17
H -30.24349 -6.69564 2.39956 0.27
C -38.31520 -5.90481 0.54753 0.37
O -39.24467 -5.31874 0.10735 -0.71
N -38.42086 -6.90138 1.36552 0.73
N -37.03174 -5.69277 0.23767 -0.02
H -37.62679 -7.15535 1.93566 -0.49
H -39.36265 -7.09733 1.67330 -0.02
H -37.07123 -5.26617 -0.67697 0.23
H -36.31329 -6.35901 0.48274 0.04
```